# 1
ORCA calculation (ωB97M-V with the def2-TZVPD basis set) on a structure of composition C38H45BaN4O3SSb2.

Its charge is +1. The frontier orbital gap comes out at 6.94 eV. Its LUMO energy is -2.98 eV. The value obtained for the relative energy (zero: lowest compared OMol25 entry of this formula, charge and spin) is 1.300 eV. For the HOMO energy, the calculation gives -9.92 eV.

Last column: Mulliken charge in e.
Element x y z (Å)
Ba: 0.457 1.579 -1.199  1.783
C: -1.541 0.329 0.562  -1.907
C: -1.189 1.455 1.542  -0.317
C: -0.782 0.903 2.911  -1.561
Sb: 1.083 -0.188 2.802  0.843
C: 2.215 -0.282 -0.977  -0.524
C: 3.611 -0.206 -1.108  -0.880
C: 4.333 -1.033 -1.963  -0.540
C: 3.676 -1.980 -2.740  -0.614
C: 2.297 -2.095 -2.647  -0.946
C: 1.597 -1.258 -1.780  1.049
C: 0.260 -2.055 2.220  0.276
C: -0.918 -2.547 2.782  -0.523
C: -1.420 -3.780 2.394  -0.702
C: -0.744 -4.532 1.441  -0.500
C: 0.431 -4.052 0.879  -0.573
C: 0.934 -2.819 1.271  -0.409
Sb: -2.982 0.636 -1.079  0.829
C: -2.333 -1.147 -2.046  0.180
C: -2.069 -1.122 -3.414  -0.790
C: -1.573 -2.250 -4.057  -0.501
C: -1.337 -3.409 -3.333  -0.681
C: -1.604 -3.445 -1.970  -0.432
C: -2.100 -2.320 -1.327  -0.222
C: -4.581 -0.179 0.058  0.352
C: -4.869 0.326 1.323  -0.302
C: -5.912 -0.207 2.067  -0.642
C: -6.677 -1.242 1.547  -0.491
C: -6.398 -1.743 0.284  -0.647
C: -5.353 -1.213 -0.461  -0.349
H: -2.083 -0.425 1.138  0.439
H: -0.672 -0.259 0.228  1.043
H: -2.031 2.146 1.648  0.338
H: -0.353 2.083 1.188  0.139
H: -1.591 0.301 3.326  0.435
H: -0.591 1.722 3.609  0.647
H: 4.172 0.514 -0.515  0.420
H: 5.411 -0.940 -2.025  0.404
H: 4.236 -2.625 -3.405  0.393
H: 1.768 -2.842 -3.229  0.482
H: 0.513 -1.416 -1.726  0.081
H: -1.435 -1.984 3.552  0.519
H: -2.326 -4.162 2.846  0.452
H: -1.126 -5.502 1.150  0.441
H: 0.965 -4.643 0.145  0.429
H: 1.857 -2.456 0.835  0.530
H: -2.248 -0.217 -3.984  0.489
H: -1.377 -2.225 -5.121  0.445
H: -0.951 -4.289 -3.831  0.433
H: -1.421 -4.347 -1.403  0.432
H: -2.299 -2.372 -0.262  0.405
H: -4.285 1.137 1.744  0.294
H: -6.128 0.187 3.052  0.413
H: -7.490 -1.658 2.127  0.399
H: -6.992 -2.551 -0.122  0.396
H: -5.135 -1.625 -1.440  0.466
N: 5.115 3.076 8.193  -0.541
C: 4.447 2.052 7.554  1.021
C: 4.940 1.515 6.361  -0.657
C: 4.247 0.518 5.701  -0.505
C: 3.055 0.043 6.228  -0.007
C: 2.554 0.562 7.419  -0.662
C: 3.240 1.562 8.072  -0.683
S: 2.180 -1.234 5.417  1.404
O: 0.935 -0.499 4.799  -0.709
O: 1.701 -2.166 6.384  -0.686
O: 2.970 -1.684 4.292  -0.710
H: 4.900 3.220 9.165  0.231
H: 6.091 3.185 7.976  0.231
H: 5.876 1.880 5.957  0.280
H: 4.632 0.091 4.785  0.507
H: 1.636 0.169 7.834  0.422
H: 2.854 1.968 8.999  0.290
C: 0.180 4.977 -4.731  -1.042
N: -0.643 3.773 -4.679  0.020
C: -1.753 3.890 -3.752  -0.687
C: -0.005 2.548 -4.735  0.661
N: -0.258 1.650 -3.817  -0.388
N: 0.835 2.341 -5.777  0.141
C: 1.685 1.161 -5.775  -1.246
C: 0.717 3.050 -7.046  -1.267
H: 0.588 5.217 -3.740  0.312
H: -0.430 5.819 -5.056  0.340
H: 1.008 4.866 -5.423  0.350
H: -2.332 4.773 -4.017  0.307
H: -1.423 4.006 -2.709  0.188
H: -2.388 3.011 -3.807  0.211
H: 0.140 0.754 -4.087  -0.149
H: 2.224 1.066 -4.830  0.434
H: 2.419 1.260 -6.571  0.393
H: 1.119 0.241 -5.950  0.371
H: -0.179 3.663 -7.047  0.402
H: 0.635 2.323 -7.855  0.443
H: 1.589 3.679 -7.237  0.359

---

# 2
ORCA calculation (ωB97M-V with the def2-TZVPD basis set) on a cluster of 2 separate species, CH5ClN2 in total.

The frontier orbital gap comes out at 9.64 eV. Its LUMO energy is 0.88 eV. The value obtained for the relative energy (zero: lowest compared OMol25 entry of this formula, charge and spin) is 2.246 eV. For the HOMO energy, the calculation gives -8.77 eV.

Last column: Mulliken charge in e.
Element x y z (Å)
C: 0.571 0.231 0.409  0.056
N: -0.618 -1.335 -0.400  -0.659
N: 0.124 1.269 -0.371  -0.454
Cl: 2.180 -0.305 0.107  -0.143
H: 0.193 0.111 1.508  0.291
H: -0.405 -2.118 0.157  0.192
H: -1.472 -0.853 -0.202  0.207
H: -0.159 1.010 -1.328  0.282
H: -0.413 1.990 0.120  0.227

---

# 3
ORCA calculation (ωB97M-V with the def2-TZVPD basis set) on a structure of composition C56H52N2OP2Pt.

The multiplicity is 5. Its charge is +4. The frontier orbital gap (alpha / beta) comes out at 6.16 / 4.47 eV. Its LUMO energy (alpha / beta) is -10.52 / -13.72 eV. For the HOMO energy (alpha / beta), the calculation gives -16.68 / -18.20 eV. As for the expectation value of S²: 6.062.

Last column: Mulliken charge in e.
Element x y z (Å)
Pt: 13.976 13.997 10.238  2.374
C: 14.785 14.502 6.659  -1.117
C: 15.949 13.578 6.983  0.875
C: 16.641 12.948 5.940  -1.100
C: 17.593 11.991 6.202  -0.810
C: 18.152 11.889 7.452  -0.960
C: 17.625 12.604 8.536  1.312
C: 18.415 12.775 9.834  -1.143
C: 16.479 13.411 8.297  -0.884
N: 15.898 14.191 9.396  0.727
C: 16.448 15.346 9.674  1.091
C: 17.703 15.927 9.098  -2.235
C: 15.739 16.222 10.574  1.165
C: 16.416 17.456 11.081  -2.152
N: 14.517 15.891 10.986  0.644
C: 13.650 16.811 11.717  -1.529
C: 13.162 18.032 11.194  1.245
C: 13.720 18.574 9.906  -1.535
C: 12.313 18.848 11.995  -0.870
C: 11.956 18.486 13.250  -0.904
C: 12.596 17.349 13.832  -0.347
C: 13.325 16.462 13.093  1.300
C: 14.053 15.375 13.801  -1.304
H: 13.952 14.010 6.179  0.581
H: 15.141 15.257 5.927  0.571
H: 14.430 15.012 7.573  -0.227
H: 16.216 12.980 4.966  0.549
H: 17.851 11.306 5.371  0.485
H: 19.048 11.317 7.660  0.587
H: 18.472 11.895 10.463  0.409
H: 17.909 13.504 10.464  0.101
H: 19.419 13.211 9.608  0.465
H: 18.211 15.245 8.446  0.436
H: 18.346 16.302 9.911  0.399
H: 17.499 16.834 8.539  0.507
H: 17.510 17.392 11.373  0.611
H: 15.882 17.771 11.972  0.493
H: 16.372 18.348 10.447  0.344
H: 14.289 17.775 9.421  0.116
H: 14.421 19.448 10.069  0.397
H: 12.882 18.969 9.324  0.554
H: 11.922 19.794 11.604  0.529
H: 11.176 19.121 13.731  0.466
H: 12.431 17.099 14.915  0.420
H: 13.796 14.318 13.615  -0.029
H: 14.007 15.606 14.848  0.734
H: 15.118 15.351 13.494  0.220
O: 11.427 10.907 10.166  -0.126
C: 10.429 11.629 9.560  -0.579
C: 9.574 10.906 8.735  -0.695
C: 8.749 11.522 7.811  -0.814
C: 8.528 12.913 7.930  -0.815
C: 9.327 13.685 8.790  -0.453
C: 10.425 13.091 9.519  1.771
P: 11.668 14.186 10.220  0.997
C: 11.482 15.522 9.003  1.105
C: 10.855 16.797 9.194  -0.793
C: 10.429 17.531 8.113  -0.677
C: 10.583 17.046 6.830  -1.247
C: 11.377 15.943 6.658  -0.786
C: 11.744 15.095 7.711  -0.842
C: 10.630 14.653 11.682  2.294
C: 10.977 14.151 12.942  -0.734
C: 10.119 14.378 14.034  -1.080
C: 8.906 14.990 13.906  -0.945
C: 8.636 15.533 12.674  -1.002
C: 9.406 15.285 11.547  -0.649
C: 11.820 11.006 11.491  0.700
C: 10.977 10.801 12.593  -0.632
C: 11.430 10.211 13.756  -0.926
C: 12.749 9.896 13.861  -0.998
C: 13.636 10.327 12.850  -0.634
C: 13.205 10.951 11.682  0.673
P: 14.360 11.699 10.517  0.996
C: 15.918 11.615 11.466  0.595
C: 16.110 12.595 12.472  0.037
C: 16.999 12.359 13.532  -0.531
C: 17.734 11.174 13.549  -1.053
C: 17.624 10.284 12.516  -0.775
C: 16.732 10.492 11.441  -0.706
C: 14.399 10.485 9.088  0.725
C: 14.552 9.166 9.347  -0.786
C: 14.666 8.228 8.300  -0.859
C: 14.375 8.599 7.007  -0.855
C: 14.069 9.936 6.719  -1.055
C: 14.062 10.860 7.751  0.092
H: 9.595 9.840 8.772  0.669
H: 8.192 10.993 7.060  0.536
H: 7.611 13.343 7.502  0.508
H: 9.271 14.779 8.854  -0.056
H: 10.744 17.224 10.203  0.540
H: 9.978 18.538 8.387  0.452
H: 10.155 17.643 5.975  0.426
H: 11.694 15.677 5.654  0.515
H: 12.212 14.119 7.545  0.741
H: 11.860 13.602 13.171  0.600
H: 10.415 13.924 14.984  0.504
H: 8.271 15.164 14.777  0.461
H: 7.746 16.123 12.574  0.517
H: 8.947 15.535 10.606  0.362
H: 9.881 11.077 12.496  0.425
H: 10.703 10.126 14.582  0.499
H: 13.164 9.334 14.662  0.593
H: 14.672 10.248 13.127  0.381
H: 15.622 13.530 12.460  -0.699
H: 17.040 13.114 14.375  0.423
H: 18.406 10.911 14.345  0.509
H: 18.174 9.351 12.509  0.507
H: 16.789 9.838 10.582  0.568
H: 14.645 8.865 10.401  0.551
H: 14.919 7.207 8.541  0.506
H: 14.522 7.869 6.226  0.471
H: 13.654 10.257 5.759  0.503
H: 13.884 11.904 7.461  0.489